Model A:
13
Properties=species:S:1:pos:R:3 method="wB97M-V/def2-TZVPD" charge=-1 spin_multiplicity=2 mol_weight_da=89.1 orbital_gap_ev="6.7 / 5.0"
C -0.68933 -0.13098 0.18962
C -0.38329 1.02031 1.10185
C 0.81141 1.76104 0.80184
O -1.10209 -2.21336 -1.76249
O 1.44143 1.73892 -0.24813
N 0.18859 -1.28121 0.41588
H -1.75048 -0.35836 0.19391
H -0.52431 0.21425 -0.84248
H -0.88148 1.14397 2.05449
H 1.19559 2.41454 1.61016
H -1.36580 -2.94372 -2.33541
H -0.07516 -1.98625 -0.32863
H 1.14541 -0.96002 0.36245

***

Model B:
13
Properties=species:S:1:pos:R:3 method="wB97M-V/def2-TZVPD" charge=-1 spin_multiplicity=2 mol_weight_da=89.1 orbital_gap_ev="7.5 / 5.5"
O -2.30858 -0.78181 -0.28909
C -1.71564 0.41730 -0.52713
C -0.15893 0.26418 -0.44761
N 0.42262 0.48868 0.86188
C 0.21929 -0.92064 0.38896
O 2.88336 0.35368 -0.01079
H -1.96058 0.84587 -1.50884
H 0.42317 0.59164 -1.30155
H -2.00807 1.18736 0.19769
H 1.51608 0.60487 0.66337
H 1.12049 -1.52401 0.33655
H -0.51329 -1.35737 1.06270
H 3.60947 0.90454 0.33262

***

Least stable = model B